# C19H26ClN3OZr

A structure of composition C19H26ClN3OZr in a non-equilibrium geometry (ωB97M-V/def2-TZVPD, the Open Molecules 2025 dataset).

Geometry as XYZ:
```
51
C19H26ClN3OZr ωB97M-V/def2-TZVPD
C 0.231 0.848 -5.646
C 1.604 1.357 -5.647
C -0.010 -0.556 -5.994
C -0.888 1.792 -5.675
Cl 0.234 0.653 -2.331
H -0.021 -0.690 -7.089
H -0.981 -0.902 -5.620
H 0.775 -1.210 -5.598
H 1.931 1.607 -6.672
H 2.311 0.610 -5.260
H 1.698 2.273 -5.049
H -1.088 2.132 -6.707
H -0.680 2.688 -5.076
H -1.814 1.330 -5.306
C 1.592 -1.034 1.712
C 0.804 -2.007 1.036
C 1.113 -1.934 -0.369
H 0.175 -2.747 1.519
C 2.123 -0.930 -0.541
C 2.414 -0.372 0.744
H 3.229 0.318 0.963
H 1.669 -0.926 2.789
H 0.736 -2.600 -1.143
H 2.643 -0.689 -1.464
C -2.041 0.837 1.119
C -1.785 -0.516 1.534
C -1.893 -1.358 0.383
H -1.650 -0.849 2.561
C -2.164 -0.536 -0.749
C -2.255 0.825 -0.304
H -2.520 1.691 -0.905
H -2.221 1.689 1.774
H -1.885 -2.443 0.372
H -2.381 -0.904 -1.747
Zr 0.059 0.167 0.120
C 0.909 2.939 4.650
N 1.141 3.080 3.209
C 1.805 4.148 2.678
C 2.025 4.194 1.330
C 1.554 3.142 0.525
N 0.870 2.091 1.063
C 0.727 2.026 2.440
O 0.226 1.012 2.986
N 1.781 3.117 -0.798
H 1.320 3.828 5.133
H 1.408 2.038 5.016
H -0.160 2.859 4.844
H 2.110 4.898 3.408
H 2.555 5.014 0.849
H 2.221 3.920 -1.225
H 1.437 2.359 -1.403
```

Results
ΔE to the lowest compared entry with this formula, charge and spin (kcal/mol): 2.1
HOMO-LUMO gap (eV): 6.1973
F_max (eV Å⁻¹): 2.45
Net charge: +2



# C4H10N2O2

An isolated molecule of C4H10N2O2 in a non-equilibrium geometry (ωB97M-V/def2-TZVPD, the Open Molecules 2025 dataset).

Geometry as XYZ:
```
18
C4H10N2O2 ωB97M-V/def2-TZVPD
C 1.251 0.205 -1.073
C 0.158 -0.540 -0.303
C -0.839 -1.150 -1.259
O -0.239 -2.164 -2.087
N -0.546 0.371 0.586
C 0.009 0.775 1.747
N -0.773 1.771 2.399
O 1.036 0.318 2.205
H 1.738 -0.483 -1.760
H 0.752 0.931 -1.729
H 1.946 0.736 -0.426
H 0.655 -1.285 0.324
H -1.694 -1.600 -0.750
H -1.188 -0.423 -1.994
H 0.282 -2.787 -1.550
H -1.421 0.815 0.334
H -0.479 1.830 3.365
H -0.649 2.681 1.971
```

Results
SMILES string: C[C@H](CO)NC(N)=O
ΔE to the lowest compared entry with this formula, charge and spin (kcal/mol): 22.2
HOMO-LUMO gap (eV): 10.5529
F_max (eV Å⁻¹): 1.48
Net charge: 0



# C10H32O6

A cluster of 6 separate species, C10H32O6 in total in a non-equilibrium geometry (ωB97M-V/def2-TZVPD, the Open Molecules 2025 dataset).

Geometry as XYZ:
```
48
C10H32O6 ωB97M-V/def2-TZVPD
O 0.933 0.200 -0.787
H 0.394 -0.441 -0.323
H 1.081 -0.190 -1.649
C 1.579 0.233 3.415
C 1.457 -1.190 3.795
O 0.305 -1.794 3.207
H 0.741 0.809 3.807
H 1.482 0.279 2.330
H 2.477 0.761 3.735
H 1.298 -1.423 4.848
H 2.363 -1.793 3.733
H -0.046 -2.459 3.804
C -5.596 0.570 -1.256
C -4.198 -0.152 -1.425
O -3.104 0.379 -0.663
H -6.098 0.480 -0.293
H -6.273 0.062 -1.943
H -5.368 1.630 -1.372
H -4.019 -0.120 -2.500
H -4.307 -1.198 -1.140
H -2.379 -0.230 -0.505
C -3.400 -2.319 1.452
C -2.163 -2.848 0.787
O -1.166 -1.798 0.738
H -3.222 -2.057 2.495
H -4.210 -3.047 1.492
H -3.855 -1.396 1.091
H -2.357 -3.322 -0.175
H -1.809 -3.660 1.424
H -0.901 -1.503 1.612
C 3.878 -1.035 -2.337
C 5.289 -0.867 -1.907
O 5.935 0.098 -2.688
H 3.406 -1.633 -1.557
H 3.764 -1.502 -3.315
H 3.437 -0.038 -2.345
H 5.765 -1.845 -1.970
H 5.537 -0.560 -0.891
H 6.855 -0.160 -2.780
C 0.858 4.831 -1.438
C 0.406 3.483 -0.903
O 1.459 2.730 -0.502
H 0.024 5.268 -1.988
H 1.657 4.736 -2.173
H 1.226 5.613 -0.773
H -0.189 2.990 -1.672
H -0.161 3.627 0.017
H 1.218 1.800 -0.510
```

Results
Spin multiplicity: 2
HOMO-LUMO gap (alpha / beta) (eV): 1.9328 / 9.3524
F_max (eV Å⁻¹): 2.76
Net charge: -1
<S²>: 0.750



# C4H11NO

A cluster of 2 separate species, C4H11NO in total in a non-equilibrium geometry (ωB97M-V/def2-TZVPD, the Open Molecules 2025 dataset).

Geometry as XYZ:
```
17
C4H11NO ωB97M-V/def2-TZVPD
C -0.832 -1.431 -2.351
C -1.019 -1.503 -1.009
N -0.191 -0.753 -0.166
C -0.189 -0.969 1.337
C 1.170 -1.033 2.079
H -1.371 -2.167 -2.983
H -0.171 -0.697 -2.758
H -1.728 -2.052 -0.379
H 0.199 0.068 -0.625
H -0.777 -1.942 1.312
H -0.770 -0.180 1.819
H 1.384 -0.111 2.588
H 2.011 -1.094 1.332
H 1.211 -1.872 2.923
O 0.567 5.473 -1.244
H 0.448 5.488 -0.288
H 0.060 4.775 -1.586
```

Results
SMILES string: C=CNCC.O
ΔE to the lowest compared entry with this formula, charge and spin (kcal/mol): 55.1
HOMO-LUMO gap (eV): 8.3385
F_max (eV Å⁻¹): 2.83
Net charge: 0



# C2H5I2N3

A cluster of 2 separate species, C2H5I2N3 in total in a non-equilibrium geometry (ωB97M-V/def2-TZVPD, the Open Molecules 2025 dataset).

Geometry as XYZ:
```
12
C2H5I2N3 ωB97M-V/def2-TZVPD
C 0.216 -0.958 -0.753
C -1.929 0.722 0.740
N 1.236 -1.256 -1.561
N -1.618 1.245 1.831
N -0.095 0.217 -0.346
I -0.957 -2.633 0.192
I -3.672 0.570 -0.296
H 1.811 -0.687 -2.066
H 1.095 -2.315 -1.775
H -0.626 1.328 1.793
H -2.228 1.850 2.458
H 0.221 1.095 -0.762
```

Results
ΔE to the lowest compared entry with this formula, charge and spin (kcal/mol): 73.1
HOMO-LUMO gap (eV): 6.6281
F_max (eV Å⁻¹): 7.59
Net charge: +2



# C12H21AsGaN5O3

A structure of composition C12H21AsGaN5O3 (ωB97M-V/def2-TZVPD, the Open Molecules 2025 dataset).

Geometry as XYZ:
```
43
C12H21AsGaN5O3 ωB97M-V/def2-TZVPD
Ga -0.224 -0.248 0.294
N 2.506 -0.615 -0.997
N 1.585 0.356 -0.451
H 3.427 -0.187 -1.053
H 2.214 -0.817 -1.948
H 1.459 1.175 -1.051
H 2.020 0.721 0.400
O -0.343 0.867 1.902
N -0.792 1.943 1.259
O -1.321 2.847 1.777
O -0.612 1.833 0.000
N 1.295 -3.830 1.667
C 1.049 -4.169 0.358
C 0.491 -3.075 -0.210
N 0.391 -2.078 0.751
C 0.898 -2.577 1.872
H 1.708 -4.427 2.370
H 1.292 -5.137 -0.042
H 0.167 -2.940 -1.227
H 0.977 -2.067 2.819
C -3.526 0.877 -0.742
As -2.544 -0.723 -0.338
C -3.330 -1.437 1.267
C -2.921 -1.974 -1.794
C -4.285 -2.576 -1.609
C -4.446 -3.749 -0.877
C -5.711 -4.278 -0.678
C -6.824 -3.637 -1.207
C -6.669 -2.473 -1.946
C -5.402 -1.944 -2.148
H -4.546 0.579 -0.981
H -3.072 1.391 -1.586
H -3.537 1.532 0.128
H -4.381 -1.637 1.061
H -3.234 -0.699 2.063
H -2.838 -2.365 1.552
H -2.135 -2.725 -1.822
H -2.863 -1.374 -2.705
H -3.579 -4.264 -0.476
H -5.831 -5.196 -0.119
H -7.810 -4.053 -1.057
H -7.532 -1.985 -2.377
H -5.284 -1.051 -2.752
```

Results
ΔE to the lowest compared entry with this formula, charge and spin (kcal/mol): 10.5
HOMO-LUMO gap (eV): 8.1769
F_max (eV Å⁻¹): 0.66
Net charge: +2



# C3H3N3O2

An isolated molecule of C3H3N3O2 in a non-equilibrium geometry (ωB97M-V/def2-TZVPD, the Open Molecules 2025 dataset).

Geometry as XYZ:
```
11
C3H3N3O2 ωB97M-V/def2-TZVPD
O 2.817 0.140 -0.967
C 2.250 0.101 0.111
C 0.767 -0.151 0.213
N 0.091 -0.079 1.350
C -1.191 -0.114 0.989
N -1.198 -0.172 -0.319
O -2.352 -0.099 -1.125
N 0.024 -0.165 -0.906
H 2.847 0.476 1.091
H -2.092 0.013 1.604
H -1.963 0.050 -2.042
```

Results
SMILES string: O=Cc1ncn(O)n1
ΔE to the lowest compared entry with this formula, charge and spin (kcal/mol): 91.1
HOMO-LUMO gap (eV): 10.4482
F_max (eV Å⁻¹): 3.22
Net charge: 0



# C3H5CsO3

A structure of composition C3H5CsO3 in a non-equilibrium geometry (ωB97M-V/def2-TZVPD, the Open Molecules 2025 dataset).

Geometry as XYZ:
```
12
C3H5CsO3 ωB97M-V/def2-TZVPD
H -1.801 2.688 -1.396
C -1.846 2.071 -0.491
C -1.396 2.783 0.780
O 0.038 2.668 0.720
C 0.365 1.614 -0.049
O 1.052 0.581 0.524
H -2.806 1.557 -0.389
H -1.739 2.110 1.626
H -1.673 3.840 0.824
H 1.941 0.736 0.855
Cs 0.059 -2.549 -0.461
O -0.831 1.055 -0.565
```

Results
Spin multiplicity: 2
ΔE to the lowest compared entry with this formula, charge and spin (kcal/mol): 0.0
HOMO-LUMO gap (alpha / beta) (eV): 7.1634 / 10.0326
F_max (eV Å⁻¹): 1.54
Net charge: +1
<S²>: 0.752



# C5H24N2O7

A cluster of 7 separate species, C5H24N2O7 in total in a non-equilibrium geometry (ωB97M-V/def2-TZVPD, the Open Molecules 2025 dataset).

Geometry as XYZ:
```
38
C5H24N2O7 ωB97M-V/def2-TZVPD
C -1.870 -2.868 -1.056
N -1.360 -1.708 -0.274
C -1.171 -0.475 -1.069
C 0.334 -0.312 -1.465
N 0.356 0.539 -2.664
C 1.129 0.283 -0.254
C 2.590 0.323 -0.704
O 2.952 -0.362 -1.625
H -1.323 -3.021 -1.962
H -1.985 -3.762 -0.453
H -2.879 -2.556 -1.416
H -2.000 -1.494 0.497
H -1.340 0.347 -0.362
H -1.834 -0.426 -1.935
H 0.641 -1.308 -1.796
H 1.278 0.542 -3.091
H -0.296 0.247 -3.375
H 0.938 -0.366 0.613
H 0.735 1.255 0.086
H 3.236 0.932 -0.041
O 0.769 2.956 -2.459
H 0.335 2.089 -2.446
H 0.909 3.257 -3.359
O -0.223 3.125 0.166
H 0.532 3.027 0.760
H 0.219 3.352 -0.673
O 0.771 1.345 3.842
H 0.267 1.803 3.130
H 1.233 2.037 4.321
O 0.862 -3.617 1.333
H 0.229 -4.339 1.427
H 0.269 -2.924 0.979
O -0.257 -1.225 2.706
H 0.034 -2.061 3.090
H 0.099 -0.540 3.283
O -1.259 2.145 2.349
H -1.699 1.302 2.470
H -1.220 2.459 1.426
```

Results
SMILES string: CNC[C@@H](N)CC=O.O.O.O.O.O.O
ΔE to the lowest compared entry with this formula, charge and spin (kcal/mol): 50.3
HOMO-LUMO gap (eV): 9.6985
F_max (eV Å⁻¹): 2.73
Net charge: 0



# C12H39BN15O8

A cluster of 7 separate species, C12H39BN15O8 in total in a non-equilibrium geometry (ωB97M-V/def2-TZVPD, the Open Molecules 2025 dataset).

Geometry as XYZ:
```
75
C12H39BN15O8 ωB97M-V/def2-TZVPD
C 3.293 2.522 -1.005
C 2.196 1.822 -1.784
O 1.721 0.611 -1.160
B 1.402 0.575 0.136
O 1.818 -0.513 0.875
C 0.532 1.714 0.878
C -0.280 1.233 2.078
C -0.689 2.496 2.810
N -1.189 3.563 1.899
C -1.141 3.370 0.569
N -1.830 4.239 -0.256
N -0.428 2.393 -0.017
H 2.907 3.276 -0.321
H 3.911 3.070 -1.713
H 3.957 1.824 -0.497
H 2.555 1.539 -2.766
H 1.360 2.502 -1.944
H 2.150 -0.185 1.722
H 1.181 2.501 1.271
H -1.140 0.661 1.734
H 0.324 0.619 2.740
H 0.175 2.890 3.343
H -1.435 2.308 3.578
H -0.740 4.456 2.094
H -2.722 3.999 -0.669
H -1.379 5.091 -0.543
H -1.060 1.714 -0.460
C -4.185 1.427 -0.939
O -3.434 2.083 -1.667
N -5.211 0.675 -1.340
N -3.879 1.499 0.401
H -5.789 0.159 -0.704
H -5.419 0.628 -2.335
H -3.061 2.061 0.483
H -4.342 1.057 1.173
C 0.187 1.058 -3.120
O 0.526 2.224 -3.260
N -1.021 0.734 -2.543
N 0.964 0.014 -3.503
H -1.334 -0.207 -2.398
H -1.609 1.499 -2.263
H 1.859 0.218 -3.921
H 0.691 -0.943 -3.389
C 4.855 0.295 -2.829
O 3.922 0.176 -3.604
N 5.979 1.000 -3.148
N 4.843 -0.268 -1.581
H 6.760 1.111 -2.530
H 6.012 1.423 -4.057
H 4.026 -0.788 -1.321
H 5.600 -0.186 -0.930
C -6.651 0.149 -5.082
O -6.320 0.324 -3.914
N -6.828 1.187 -5.941
N -6.863 -1.093 -5.593
H -7.097 1.072 -6.900
H -6.673 2.112 -5.586
H -6.739 -1.874 -4.976
H -7.135 -1.262 -6.543
C 2.863 -3.097 3.960
O 2.573 -3.382 5.107
N 1.996 -2.410 3.144
N 4.059 -3.431 3.397
H 2.198 -2.161 2.194
H 1.107 -2.165 3.538
H 4.712 -3.935 3.970
H 4.311 -3.209 2.453
C 0.816 -7.192 6.915
O 0.358 -8.192 7.431
N 1.475 -6.226 7.626
N 0.709 -6.943 5.569
H 1.856 -5.396 7.208
H 1.575 -6.369 8.613
H 0.232 -7.627 5.012
H 1.081 -6.121 5.131
```

Results
HOMO-LUMO gap (eV): 7.1110
F_max (eV Å⁻¹): 3.24
Net charge: +1



# C5H35NO11

A cluster of 12 separate species, C5H35NO11 in total in a non-equilibrium geometry (ωB97M-V/def2-TZVPD, the Open Molecules 2025 dataset).

Geometry as XYZ:
```
52
C5H35NO11 ωB97M-V/def2-TZVPD
C -1.080 -0.532 -1.769
N -0.463 0.654 -1.192
C -0.081 0.393 0.201
C -2.478 1.963 -0.351
C -1.306 1.861 -1.325
C -0.405 3.097 -1.200
H -1.476 -0.329 -2.766
H -0.317 -1.312 -1.861
H -1.876 -0.977 -1.158
H 0.636 -0.426 0.225
H -0.937 0.103 0.822
H 0.361 1.290 0.632
H -3.148 2.771 -0.652
H -2.114 2.211 0.651
H -3.069 1.054 -0.301
H -1.688 1.856 -2.356
H -0.933 4.009 -1.497
H -0.029 3.230 -0.191
H 0.435 2.985 -1.887
H -6.062 -2.166 0.705
H -5.056 -1.571 -0.369
O -5.117 -2.084 0.448
H 4.162 1.393 0.845
H 3.295 1.420 2.098
O 4.126 1.019 1.764
H 2.730 -1.816 0.018
H 1.585 -2.530 -0.705
O 2.455 -2.100 -0.892
H 3.608 -0.675 1.668
H 2.165 -0.999 2.101
O 2.951 -1.399 1.673
H 1.336 0.336 3.777
H 0.076 -0.155 3.018
O 1.026 0.126 2.894
H 1.634 0.499 -3.882
H 0.137 0.750 -3.856
O 0.868 0.694 -4.473
H -0.641 -2.929 0.456
H 0.610 -3.797 0.801
O 0.146 -3.345 0.085
H 2.451 -0.552 -1.691
H 1.441 0.626 -1.821
O 2.341 0.347 -2.119
H -3.615 -2.158 1.417
H -3.119 -3.229 2.404
O -2.826 -2.405 1.972
H 4.991 1.900 -1.287
H 3.481 1.425 -1.255
O 4.149 2.014 -0.803
H -2.081 -1.129 2.961
H -1.704 -0.887 4.457
O -1.574 -0.524 3.564
```

Results
Spin multiplicity: 2
ΔE to the lowest compared entry with this formula, charge and spin (kcal/mol): 0.0
HOMO-LUMO gap (alpha / beta) (eV): 2.5582 / 9.0338
F_max (eV Å⁻¹): 1.16
Net charge: -1
<S²>: 0.750



# C15H21Cl5O7P2S3V

A structure of composition C15H21Cl5O7P2S3V in a non-equilibrium geometry (ωB97M-V/def2-TZVPD, the Open Molecules 2025 dataset).

Geometry as XYZ:
```
54
C15H21Cl5O7P2S3V ωB97M-V/def2-TZVPD
V 0.003 0.568 -0.843
C -2.762 0.640 1.386
C -2.340 -0.150 2.611
S -0.541 -0.504 2.602
C -0.440 -2.328 2.708
C -1.230 -3.124 1.687
S -0.628 -2.855 -0.026
C -2.191 -2.605 -0.937
C -3.053 -1.478 -0.424
S -2.107 0.150 -0.315
H -3.850 0.663 1.310
H -2.383 1.656 1.458
H -2.532 0.432 3.517
H -2.870 -1.096 2.708
H 0.627 -2.513 2.579
H -0.743 -2.620 3.718
H -1.121 -4.186 1.921
H -2.287 -2.871 1.708
H -1.853 -2.383 -1.950
H -2.735 -3.553 -0.926
H -3.861 -1.295 -1.134
H -3.488 -1.694 0.549
C 3.140 0.424 2.832
C 3.081 1.245 1.560
O 4.354 1.776 1.230
P 2.591 0.229 0.103
O 1.602 -0.862 0.615
O 3.908 -0.641 -0.171
O 2.145 1.011 -1.057
P 1.889 2.655 1.569
O 1.661 3.023 3.127
O 2.467 3.774 0.825
O 0.497 2.072 1.158
H 3.808 -0.425 2.685
H 2.147 0.044 3.071
H 3.510 1.037 3.654
H 4.192 2.675 0.889
H 0.776 -0.625 0.100
H 4.679 -0.075 -0.235
H 1.063 2.400 3.540
Cl -1.975 2.516 -2.736
C -1.102 1.286 -3.558
C -0.370 0.432 -2.716
C 0.316 -0.581 -3.407
Cl 1.210 -1.643 -2.369
C 0.319 -0.734 -4.774
Cl 1.218 -1.999 -5.532
C -0.421 0.152 -5.565
Cl -0.427 0.003 -7.282
C -1.144 1.170 -4.930
Cl -2.076 2.252 -5.891
C -0.133 2.433 -0.135
H 0.514 3.157 -0.650
H -1.055 2.963 0.139
```

Results
Spin multiplicity: 3
ΔE to the lowest compared entry with this formula, charge and spin (kcal/mol): 9.0
HOMO-LUMO gap (alpha / beta) (eV): 5.0916 / 3.3665
F_max (eV Å⁻¹): 2.76
Net charge: -1
<S²>: 2.250



Repeat the fifth record exactly.
# C2H5I2N3

A cluster of 2 separate species, C2H5I2N3 in total in a non-equilibrium geometry (ωB97M-V/def2-TZVPD, the Open Molecules 2025 dataset).

Geometry as XYZ:
```
12
C2H5I2N3 ωB97M-V/def2-TZVPD
C 0.216 -0.958 -0.753
C -1.929 0.722 0.740
N 1.236 -1.256 -1.561
N -1.618 1.245 1.831
N -0.095 0.217 -0.346
I -0.957 -2.633 0.192
I -3.672 0.570 -0.296
H 1.811 -0.687 -2.066
H 1.095 -2.315 -1.775
H -0.626 1.328 1.793
H -2.228 1.850 2.458
H 0.221 1.095 -0.762
```

Results
ΔE to the lowest compared entry with this formula, charge and spin (kcal/mol): 73.1
HOMO-LUMO gap (eV): 6.6281
F_max (eV Å⁻¹): 7.59
Net charge: +2



- Which value of net charge does entry 5 give?
  +2



- What is the F_max in the eleventh record?
  1.16 eV Å⁻¹